{"formula": "C37H40FeN8OS3", "method": "ωB97M-V/def2-TZVPD", "symbols": ["Fe", "C", "C", "C", "N", "C", "C", "C", "C", "C", "C", "C", "N", "C", "C", "C", "N", "C", "C", "C", "C", "C", "C", "C", "N", "C", "C", "H", "H", "H", "H", "H", "H", "H", "H", "H", "H", "H", "H", "H", "H", "H", "H", "H", "H", "H", "H", "H", "H", "H", "H", "H", "H", "S", "C", "C", "N", "C", "S", "C", "N", "C", "C", "C", "N", "C", "S", "N", "C", "O", "C", "C", "C", "C", "C", "C", "H", "H", "H", "H", "H", "H", "H", "H", "H", "H", "H", "H", "H", "H"], "coordinates": [[-0.1291, 0.3914, 1.7726], [2.2324, 2.9026, 1.0129], [3.2563, 2.2690, 1.9516], [2.7564, 0.9975, 2.6536], [1.8873, 0.1535, 1.8496], [2.3836, -0.8834, 1.2269], [3.7801, -1.0605, 0.9822], [4.4973, -2.1584, 0.5554], [4.1043, -3.4753, 0.3435], [2.8092, -3.9588, 0.5325], [1.6317, -3.3038, 0.8050], [1.3327, -1.9018, 0.8926], [0.1289, -1.4156, 0.9374], [-1.0302, -2.2773, 0.9832], [-1.3719, -2.6146, 2.4517], [-0.4240, -2.0371, 3.5067], [-0.3285, -0.5898, 3.4763], [-0.2444, 0.1174, 4.5634], [-0.0178, -0.4609, 5.8615], [-0.1232, 0.0633, 7.1285], [-0.4781, 1.3409, 7.5561], [-0.6882, 2.4246, 6.7115], [-0.5504, 2.5525, 5.3452], [-0.2316, 1.6046, 4.3173], [0.0254, 1.9564, 3.0817], [0.3093, 3.3612, 2.8457], [1.0905, 3.7529, 1.5786], [1.8198, 2.0946, 0.4082], [2.7613, 3.5507, 0.3051], [3.6033, 2.9761, 2.7154], [4.1314, 2.0135, 1.3450], [2.1741, 1.2888, 3.5252], [3.6129, 0.4173, 3.0177], [4.3668, -0.1611, 1.1207], [5.5554, -1.9610, 0.3956], [4.8691, -4.1884, 0.0588], [2.7033, -5.0384, 0.4436], [0.7746, -3.9534, 0.9188], [-0.9119, -3.1896, 0.3902], [-1.8594, -1.7132, 0.5586], [-1.3614, -3.7003, 2.5980], [-2.3830, -2.2626, 2.6656], [0.5785, -2.4639, 3.3740], [-0.7963, -2.3815, 4.4758], [0.3077, -1.4920, 5.8275], [0.0964, -0.6479, 7.9227], [-0.5774, 1.5064, 8.6226], [-0.9910, 3.3437, 7.2096], [-0.7864, 3.5386, 4.9702], [0.8592, 3.7470, 3.7140], [-0.6309, 3.9298, 2.8079], [1.4979, 4.7450, 1.8160], [0.3871, 3.8958, 0.7573], [-2.5443, 0.5527, 1.8121], [-2.9652, 1.0279, 0.2072], [-4.3458, 0.9818, -0.1800], [-5.4588, 0.9457, -0.4838], [-2.0296, 1.4143, -0.7099], [-0.3246, 1.4966, -0.3930], [-2.4317, 1.7332, -2.0418], [-2.7431, 2.0027, -3.1232], [-3.4247, -1.5714, -4.3153], [-2.3482, -2.4796, -3.7299], [-1.4990, -1.7713, -2.6827], [-0.7899, -0.6368, -3.2466], [0.5293, -0.4681, -3.1888], [1.6397, -1.5352, -2.5884], [0.9889, 0.7747, -3.6637], [0.4984, 1.5970, -4.6500], [0.8543, 2.7559, -4.7311], [-0.2824, 0.9681, -5.7694], [0.1500, -0.2047, -6.3791], [-0.5241, -0.6983, -7.4853], [-1.6419, -0.0320, -7.9714], [-2.0837, 1.1280, -7.3496], [-1.3998, 1.6344, -6.2545], [-4.0607, -2.1100, -5.0211], [-2.9853, -0.7255, -4.8457], [-4.0618, -1.1659, -3.5250], [-1.6911, -2.8514, -4.5224], [-2.8103, -3.3529, -3.2595], [-0.7561, -2.4367, -2.2466], [-2.1316, -1.3963, -1.8706], [-1.3473, 0.1932, -3.4035], [1.6776, 1.2014, -3.0597], [1.0096, -0.7316, -5.9809], [-0.1831, -1.6096, -7.9612], [-2.1795, -0.4285, -8.8246], [-2.9731, 1.6314, -7.7068], [-1.7400, 2.5222, -5.7415]], "lowdin_charge": [0.09, -0.24, -0.18, -0.21, 0.00, -0.21, -0.05, -0.14, -0.16, -0.14, -0.05, -0.25, -0.03, -0.24, -0.17, -0.20, -0.03, -0.21, -0.05, -0.14, -0.17, -0.14, -0.05, -0.24, -0.03, -0.22, -0.21, 0.01, 0.10, 0.11, 0.09, 0.09, 0.11, 0.08, 0.09, 0.07, 0.09, 0.08, 0.09, 0.06, 0.10, 0.08, 0.12, 0.10, 0.08, 0.09, 0.07, 0.09, 0.08, 0.10, 0.12, 0.10, 0.06, 0.70, -0.76, -0.31, 0.11, -0.73, 0.72, -0.30, 0.16, -0.10, -0.23, -0.20, 0.04, -0.88, 0.67, 0.09, -0.44, 0.08, -0.16, -0.03, -0.09, -0.11, -0.09, -0.04, 0.06, 0.05, 0.08, 0.10, 0.10, 0.07, 0.12, 0.08, 0.13, 0.12, 0.10, 0.09, 0.10, 0.11], "total_charge": -2, "multiplicity": 1, "homo_ev": -1.204, "mol_weight_g_mol": 764.8}

{"formula": "C37H40FeNP3", "method": "ωB97M-V/def2-TZVPD", "symbols": ["C", "C", "C", "C", "C", "C", "C", "C", "C", "C", "C", "C", "C", "H", "H", "H", "H", "H", "H", "H", "N", "Fe", "C", "H", "H", "C", "H", "H", "P", "P", "C", "H", "H", "H", "C", "H", "H", "H", "C", "H", "H", "H", "C", "H", "H", "H", "H", "H", "C", "C", "C", "C", "C", "C", "P", "C", "C", "C", "C", "C", "C", "C", "C", "C", "C", "C", "C", "H", "H", "H", "H", "H", "H", "H", "H", "H", "H", "H", "H", "H", "H", "H"], "coordinates": [[-1.5486, 2.6428, -4.4897], [-1.4086, 1.4304, -3.8117], [-0.0746, 0.9955, -3.5796], [0.9046, 1.9849, -3.3151], [0.7571, 3.2248, -3.9902], [-0.4129, 3.4572, -4.7072], [2.0328, 1.5204, -2.5800], [2.4939, 0.2519, -3.0456], [1.4702, -0.6880, -3.3207], [1.7897, -2.0753, -3.2404], [3.0930, -2.4415, -3.5888], [4.0713, -1.4371, -3.7718], [3.8226, -0.1300, -3.3622], [-2.5196, 2.9033, -4.9112], [1.6617, 3.8418, -4.0684], [-0.4421, 4.2912, -5.3988], [2.6751, 2.2318, -2.0092], [3.3257, -3.4934, -3.7802], [5.0380, -1.6544, -4.2154], [4.5387, 0.7065, -3.3988], [0.2396, -0.2935, -3.6393], [0.0541, 0.0996, -0.2532], [-2.4905, 0.6166, -3.1386], [-2.4793, -0.4166, -3.4945], [-3.5044, 1.0331, -3.2423], [0.7384, -2.9335, -2.5950], [-0.2038, -2.8253, -3.1300], [1.0012, -3.9950, -2.5278], [-2.0826, 0.4490, -1.2629], [0.3402, -2.2206, -0.8750], [1.5637, -3.1534, 0.1356], [1.6065, -2.7699, 1.1674], [1.2923, -4.2214, 0.1726], [2.5577, -3.0440, -0.3223], [-1.1579, -3.1864, -0.5159], [-0.9159, -4.2399, -0.3344], [-1.6741, -2.8246, 0.3754], [-1.8487, -3.1497, -1.3615], [-2.6937, 2.0672, -0.6377], [-3.7817, 2.1600, -0.7948], [-2.4733, 2.1710, 0.4381], [-2.1577, 2.8536, -1.1889], [-3.4373, -0.6613, -0.7399], [-3.3120, -0.9405, 0.3110], [-4.4120, -0.1675, -0.8474], [-3.4306, -1.5678, -1.3519], [1.0581, 0.8690, -0.9800], [1.4529, -0.7744, -0.4929], [-1.0006, 4.3131, 3.6836], [-0.7103, 4.2700, 2.3135], [-0.3820, 3.0542, 1.7081], [-0.4178, 1.8767, 2.4761], [-0.7185, 1.9161, 3.8441], [-0.9944, 3.1421, 4.4539], [0.0136, 0.2729, 1.7327], [1.6195, -0.0539, 2.5481], [2.7531, 0.5742, 1.9985], [4.0091, 0.3420, 2.5478], [4.1347, -0.4615, 3.6853], [2.9994, -1.0308, 4.2780], [1.7321, -0.8189, 3.7178], [-1.2356, -0.8431, 2.4610], [-0.9700, -2.1832, 2.7909], [-1.9770, -3.0156, 3.2848], [-3.2800, -2.5364, 3.4459], [-3.5644, -1.2053, 3.1179], [-2.5515, -0.3692, 2.6360], [-1.2116, 5.2725, 4.1559], [-0.7223, 5.1785, 1.7055], [-0.1185, 3.0255, 0.6446], [-0.7403, 0.9969, 4.4302], [-1.1943, 3.1707, 5.5269], [2.6626, 1.2516, 1.1502], [4.8816, 0.8188, 2.1079], [5.1141, -0.6089, 4.1426], [3.0811, -1.6147, 5.1998], [0.8544, -1.2394, 4.2169], [0.0388, -2.5932, 2.7311], [-1.7483, -4.0542, 3.5243], [-4.0822, -3.2028, 3.7843], [-4.5841, -0.8194, 3.2218], [-2.8079, 0.6786, 2.4456]], "lowdin_charge": [-0.03, -0.21, -0.28, -0.18, 0.00, -0.06, -0.03, -0.18, -0.27, -0.21, -0.03, -0.06, 0.00, 0.12, 0.12, 0.11, 0.14, 0.12, 0.11, 0.12, 0.21, 0.00, -0.22, 0.08, 0.10, -0.21, 0.08, 0.11, 0.88, 0.84, -0.23, 0.03, 0.06, 0.06, -0.26, 0.06, 0.02, 0.04, -0.24, 0.06, 0.02, 0.05, -0.25, 0.02, 0.06, 0.04, 0.01, 0.04, -0.06, -0.07, -0.11, -0.35, -0.08, -0.06, 0.89, -0.33, -0.09, -0.07, -0.07, -0.06, -0.09, -0.34, -0.12, -0.07, -0.06, -0.07, -0.12, 0.11, 0.11, 0.09, 0.11, 0.11, 0.10, 0.11, 0.11, 0.11, 0.10, 0.09, 0.11, 0.11, 0.12, 0.11], "total_charge": 1, "s_squared": 8.88, "multiplicity": 6, "homo_ev": [-8.442, -10.562], "mol_weight_g_mol": 647.5}

So what do the calculations give for calculated total energy? Going down the list: -119881.62162, -102750.67975 eV.
So what do the calculations give for ΔE to the lowest compared entry with this formula, charge and spin? Going down the list: 0.0, 89.7 kcal/mol.